Computed, not measured: the molecule C18H25N3O2 in a non-equilibrium geometry, with the ωB97M-V functional and the def2-TZVPD basis.

Geometry as XYZ:
```
48
C18H25N3O2, DFT the ωB97M-V functional and the def2-TZVPD basis
C -4.41 -4.83 -0.64
C -4.95 -3.68 0.29
C -3.80 -3.32 1.11
C -4.11 -2.15 2.20
C -4.64 -0.62 1.64
C -3.50 -0.08 0.72
C -2.02 0.18 1.37
C -2.24 1.21 2.26
C -0.81 1.41 2.90
C 0.11 1.97 2.03
O 0.31 2.99 1.61
N 0.96 1.02 1.22
N 1.64 1.36 0.32
C 2.38 2.23 -0.05
N 3.07 2.58 -1.12
C 3.42 1.42 -1.83
C 4.11 1.68 -2.88
C 4.37 0.57 -3.84
C 3.55 -0.75 -3.77
C 2.95 -0.94 -2.57
C 2.66 0.27 -1.77
C 2.00 -0.09 -0.55
O 1.25 -1.10 -0.25
H -5.39 -5.05 -1.26
H -4.15 -5.61 -0.01
H -3.68 -4.41 -1.17
H -5.60 -3.85 0.94
H -5.10 -2.75 -0.49
H -3.04 -4.23 1.70
H -2.74 -2.78 0.52
H -3.03 -2.09 2.75
H -4.82 -2.64 2.99
H -5.34 -1.16 1.24
H -4.74 -0.20 2.42
H -4.03 0.62 0.24
H -3.57 -0.67 -0.35
H -1.72 -0.68 1.61
H -1.54 0.60 0.43
H -2.91 0.90 3.07
H -2.58 2.06 2.00
H -0.42 0.38 3.46
H -0.93 2.00 3.72
H 0.78 0.00 1.50
H 2.18 3.03 0.54
H 4.58 2.69 -3.05
H 4.85 0.65 -4.77
H 3.70 -1.46 -4.67
H 2.51 -1.90 -2.36
```

Energy above the lowest of the compared OMol25 structures with the same formula, charge and spin: 1796.55 kJ/mol
E_LUMO: -0.017 hartree
Gap between HOMO and LUMO: 7.2 eV